1.
DFT (ωB97M-V/def2-TZVPD) results for a cluster of 14 separate species, C78H178N6O30S8 in total at a distorted geometry.

ORCA input file:
```
! RIJCOSX wB97M-V def2-TZVPD def2/J DEFGRID3
* xyz 0 1
S 0.453 -0.007 -1.006
S -5.477 -0.451 -0.207
S 3.209 4.336 1.548
S 1.312 -0.276 -6.835
S -3.251 0.770 -5.393
S 2.954 -4.575 -6.207
S -1.347 3.919 -2.366
S -1.840 -3.847 -5.605
O 1.420 -1.040 -0.642
O -1.131 -3.390 -6.770
O 2.094 -4.219 -7.262
O 0.987 1.237 -7.348
O 4.309 4.448 0.618
O 4.463 -2.825 -0.806
O -2.505 4.826 -3.156
O -1.037 -0.469 -0.550
O -3.277 -3.734 -5.653
O 2.221 5.354 1.571
O -2.539 -1.665 6.807
O 0.198 -0.719 -5.996
O -1.960 2.791 -1.666
O -0.318 3.590 -3.318
O 3.787 4.230 3.035
O -2.197 1.099 -4.494
O -4.821 -0.358 1.068
O 2.471 -5.262 -5.030
O 3.618 -3.249 -5.747
O -1.532 -5.347 -5.287
O -1.665 -6.352 -2.505
O 0.347 1.315 4.909
O 2.678 -0.398 -6.421
O -4.588 0.599 -4.861
O -3.968 4.053 1.319
O -6.298 -1.578 -0.490
O -6.503 0.782 -0.254
O -3.345 1.827 -6.627
O 0.527 1.390 -0.618
O 7.098 3.407 -4.117
N 5.030 -3.157 0.455
N -3.550 -2.322 6.090
N 5.955 3.173 -3.319
N -3.177 4.829 2.195
N -1.851 -5.210 -1.691
N 1.435 1.374 5.800
C 3.412 0.172 6.485
C 0.873 1.619 7.191
C -3.200 -3.717 -0.384
C 2.735 -3.391 1.713
C 0.699 2.149 -6.216
C 3.965 -3.194 -4.296
C -0.804 -0.252 1.902
C 4.931 -4.310 2.680
C 3.895 -5.276 0.587
C -1.515 4.749 4.021
C -1.281 -2.887 -4.248
C -3.556 -6.288 -0.069
C 5.325 1.406 -4.921
C 1.481 -1.102 5.451
C -5.005 -3.320 3.804
C -2.998 -3.532 5.364
C -0.228 3.214 -6.687
C 2.493 2.717 1.263
C 3.889 4.308 5.374
C -4.827 -0.321 6.433
C -3.170 -5.119 -1.131
C 5.616 5.555 -2.956
C 6.865 -1.628 0.094
C 2.293 0.204 5.490
C -5.473 -2.157 4.693
C -4.317 -1.296 5.328
C -3.047 6.683 3.695
C 4.960 4.260 -3.503
C -4.386 -0.089 -1.603
C -2.305 3.974 2.991
C 5.531 -3.080 3.391
C 4.143 -3.939 1.361
C 5.698 -2.038 1.094
C -4.463 6.158 -3.314
C -0.292 0.685 7.484
C 0.641 -4.926 -1.749
C 2.080 1.479 8.158
C 5.549 1.803 -3.452
C 4.334 4.643 -4.901
C -2.305 5.844 4.739
C -1.597 0.068 0.694
C 0.334 3.006 7.162
C 4.217 -5.521 -7.059
C -3.487 -0.574 4.291
C -3.877 3.096 -6.079
C -0.428 -6.114 -5.863
C 2.839 0.335 4.098
C -0.747 -3.660 -0.057
C -0.800 5.099 -1.239
C 3.777 3.970 -2.555
C -2.094 -3.500 0.651
C 1.031 -1.152 -8.397
C -6.685 3.192 -0.117
C -3.805 5.041 -2.533
C -4.574 6.782 1.632
C -4.196 -5.117 -2.377
C -5.195 5.376 3.646
C 2.920 4.531 4.250
C 6.688 0.877 -2.970
C 4.849 -0.803 1.374
C 0.274 0.066 -2.715
C 5.108 -4.064 -3.902
C 3.193 2.600 -2.842
C -2.902 -0.584 -6.485
C -4.222 -4.294 4.665
C -0.280 -6.186 0.269
C -0.581 -5.054 -0.761
C 2.899 0.155 7.942
C 6.408 -2.556 2.329
C -3.040 2.868 3.819
C -6.030 1.913 0.453
C -1.800 -3.237 4.472
C -0.949 -7.467 -6.142
C -2.409 -4.454 6.455
C -1.295 3.440 2.039
C -4.011 5.882 2.804
C 4.297 1.615 -2.664
C -5.310 3.377 -6.321
H -3.555 -1.054 3.332
H 6.398 6.078 -3.540
H -3.937 3.218 4.455
H 4.822 6.251 -2.682
H -1.047 3.944 4.650
H -0.421 3.006 6.354
H 3.234 1.946 1.135
H -0.731 1.018 8.419
H 6.018 5.308 -1.968
H 0.779 -2.195 -8.190
H 4.084 -0.654 6.249
H -3.937 0.435 4.205
H -3.075 -4.634 7.289
H -0.040 -0.368 7.662
H 4.629 5.116 5.194
H 4.062 0.536 -2.783
H -4.311 -2.900 3.101
H 2.145 3.771 4.282
H 0.133 3.685 -7.596
H -0.045 -5.552 -6.692
H -0.189 4.575 -0.480
H -1.717 -3.117 -3.294
H 0.982 -5.926 -2.130
H -1.627 5.583 -0.807
H -5.881 -3.796 3.322
H 3.645 -0.424 3.970
H 2.276 -3.018 0.788
H 7.145 -0.579 0.150
H -1.542 -1.856 -4.525
H 4.318 -2.118 -4.253
H -5.576 0.381 6.045
H 1.830 2.501 2.072
H 7.059 -3.376 2.064
H 2.286 -0.734 8.017
H -4.411 -6.165 -2.660
H -1.255 -4.115 4.085
H 2.734 2.571 -3.842
H 4.202 -4.839 3.323
H -0.138 -8.073 -6.468
H -0.701 2.706 2.589
H -2.139 -2.573 1.226
H 3.845 -2.094 -0.645
H -1.665 6.518 5.341
H -1.765 2.914 1.285
H 4.844 -5.628 0.132
H 1.168 3.714 6.885
H -1.812 -0.734 -6.643
H 2.109 0.209 3.319
H 4.843 -5.143 -4.060
H 3.962 -0.990 2.063
H 6.022 -3.816 -4.342
H -4.383 4.109 -2.575
H -2.295 7.166 3.099
H -0.662 5.278 3.468
H 0.278 -5.791 1.103
H -1.266 0.180 2.769
H 3.543 3.937 -5.256
H -1.727 -7.473 -6.883
H -3.653 3.127 -5.030
H 3.224 -5.104 -0.234
H -1.745 1.156 0.485
H 0.728 -1.115 4.716
H -7.769 3.186 0.101
H 6.166 1.836 -5.508
H -3.030 5.403 5.396
H -1.006 0.790 6.735
H 0.353 -6.996 -0.094
H 2.325 2.251 -2.204
H 2.661 -2.533 2.386
H -5.186 -4.722 -2.210
H -0.093 3.373 8.087
H 2.181 -1.892 5.082
H -0.987 -2.670 4.980
H -2.931 -7.194 -0.269
H -4.857 -4.673 5.444
H -6.495 3.288 -1.140
H -3.192 3.796 -6.608
H -2.087 -2.692 3.608
H 0.350 -4.411 -2.602
H 7.536 0.957 -3.677
H -3.801 7.251 1.069
H -6.145 5.942 3.467
H 3.850 5.630 -4.823
H 4.067 1.116 6.394
H -3.639 5.406 -1.487
H -5.420 4.436 -6.099
H 3.055 4.737 -2.714
H 3.873 -6.551 -7.015
H -3.947 7.044 -2.974
H 0.304 -6.093 -5.099
H 2.762 2.328 7.978
H -4.573 3.562 1.876
H 0.209 1.566 -5.454
H 4.339 -0.472 0.476
H -2.109 -5.355 5.971
H 0.473 2.068 4.310
H 3.671 -0.002 8.703
H 1.610 1.537 9.153
H -5.290 -0.936 7.190
H 0.235 -0.607 -8.895
H -0.167 -2.951 -4.199
H -3.397 -1.531 -6.159
H 5.242 0.323 -4.961
H 7.026 1.196 -1.963
H 6.402 -0.180 -2.936
H -0.452 0.793 -3.054
H 4.336 1.694 -5.280
H 4.013 4.005 -1.488
H 5.106 -5.408 -6.470
H 7.085 -1.774 2.720
H -3.336 -6.016 0.974
H 4.966 4.715 -5.752
H 1.692 2.543 -5.876
H 3.108 -3.372 -3.642
H 6.543 -1.761 -0.944
H -3.748 0.699 -1.209
H 5.716 -5.057 2.526
H 4.335 -4.995 -8.022
H 5.207 -3.947 -2.836
H -3.050 -2.877 -1.133
H -0.041 -0.948 -2.961
H 3.236 1.320 3.965
H -3.735 -0.942 -1.795
H -6.048 -1.465 4.046
H -2.426 -0.470 4.506
H -3.404 2.183 3.042
H 1.497 -4.401 -1.238
H -6.355 4.079 0.489
H 5.448 -0.019 1.767
H 0.103 -3.480 0.641
H -2.595 -0.414 0.651
H -4.268 5.943 -4.347
H 4.371 3.366 5.355
H -0.614 -1.350 2.033
H 3.489 -6.031 1.288
H -0.773 -2.850 -0.833
H -1.606 -6.046 -3.424
H 3.370 4.555 6.260
H -5.387 4.335 3.289
H -4.932 2.027 0.374
H 4.761 -2.309 3.574
H -4.614 -6.584 -0.112
H -5.485 6.154 -3.066
H -4.957 5.316 4.735
H -1.171 -6.634 0.706
H -6.042 2.838 -5.697
H -6.211 1.799 1.540
H 7.798 -2.155 0.194
H 6.002 -3.382 4.314
H 0.148 0.243 1.816
H -4.999 0.259 -2.443
H -1.220 -8.017 -5.243
H -4.222 -3.518 -0.079
H -5.195 7.505 2.170
H -2.257 2.421 4.460
H -0.162 5.821 -1.851
H -6.141 -2.521 5.479
H -5.254 6.301 0.976
H -2.162 -4.236 1.470
H -3.360 -0.378 -7.382
H 7.848 3.707 -3.574
H 1.307 0.209 -3.121
H 2.596 5.561 4.157
H -2.739 -1.926 7.707
H 1.858 2.713 0.349
H 2.097 -4.235 2.116
H 1.107 -1.467 6.436
H -0.389 3.991 -5.974
H -5.604 3.181 -7.347
H -3.871 -5.150 4.174
H -3.985 0.191 6.857
H -1.541 -4.010 6.989
H 1.946 -1.052 -8.936
H -0.700 4.260 1.736
H -3.576 7.532 4.219
H 4.625 1.761 -1.628
H -3.717 -4.720 -3.276
H -1.188 2.747 -6.943
*
```

HOMO-LUMO gap = 8.40 eV
energy = -240808.365 eV
highest occupied orbital energy = -8.09 eV

Mulliken atomic charge list, values in e, 5 entries:
1 S 0.349
2 S 1.499
3 S 1.376
4 S 1.312
5 S 0.985

2.
DFT (ωB97M-V/def2-TZVPD) results for a cluster of 2 separate species, C2H2O3S in total at a distorted geometry.

ORCA input file:
```
! RIJCOSX wB97M-V def2-TZVPD def2/J DEFGRID3
* xyz 0 1
S -1.153 -0.194 0.124
O 0.544 1.699 0.951
O 1.487 -0.694 -0.235
O 2.501 2.316 1.907
C 0.558 0.041 -0.425
C 1.503 2.083 1.435
H 0.643 0.932 -1.031
H -1.245 -1.347 0.775
*
```

ΔE to the lowest compared entry with this formula, charge and spin = 86.2 kJ/mol
HOMO-LUMO gap = 10.34 eV
energy = -19083.552 eV
structure (SMILES) = O=C=O.O=CS
highest occupied orbital energy = -9.89 eV

Mulliken atomic charge list, values in e, 5 entries:
1 S -0.217
2 O -0.345
3 O -0.449
4 O -0.307
5 C 0.186

3.
DFT (ωB97M-V/def2-TZVPD) results for a cluster of 2 separate species, C28H52ClF10NO6PS2 in total at a distorted geometry.

ORCA input file:
```
! RIJCOSX wB97M-V def2-TZVPD def2/J DEFGRID3
* xyz 1 1
Cl -3.777 -3.046 -1.160
S 1.549 0.002 -4.272
S 3.559 4.648 2.481
P -4.276 3.324 -2.227
F 2.556 -4.070 -2.245
F 1.922 4.086 4.584
F 1.775 1.192 4.156
F 2.534 4.261 1.174
F 4.514 5.248 3.819
F 2.311 5.741 3.036
F 4.855 3.670 1.938
F 3.948 2.833 4.537
F 0.647 2.491 2.524
F 4.197 5.925 1.531
O -3.867 2.570 -0.706
O 3.746 -2.284 -3.322
O -5.980 3.438 -2.557
O 0.306 -4.520 2.066
O 1.801 -6.367 3.851
O -3.744 4.843 -2.111
N 1.530 0.808 -2.722
C -4.376 3.334 0.445
C -0.585 1.850 -3.957
C 3.668 0.392 -1.563
C 2.867 3.379 3.640
C -6.421 1.002 -2.167
C 2.103 -0.024 -1.550
C 2.037 2.137 3.002
C 4.726 -1.670 0.039
C -4.470 2.387 1.807
C -0.288 -5.516 2.906
C -3.011 -2.686 0.490
C 1.735 -1.598 -1.706
C 1.302 0.519 -0.185
C 1.892 0.026 1.244
C -0.884 -1.129 0.343
C 0.976 -5.089 0.947
C -1.754 2.962 -3.512
C 4.778 -0.216 -0.616
C 0.158 1.368 -2.539
C 2.871 1.211 1.909
C -0.934 0.465 -1.745
C -2.533 -1.090 0.618
C 2.880 -5.440 3.875
C 2.763 -2.590 -2.473
C -0.306 0.291 -0.204
C -3.282 2.380 -3.612
C 0.549 -5.747 4.166
C -6.505 2.247 -3.241
H 0.011 -6.437 4.824
H -3.734 4.265 0.746
H -0.418 -1.526 1.340
H -7.517 0.541 -2.080
H -0.801 1.161 0.430
H 3.763 -5.930 3.455
H 5.490 -2.392 -0.528
H 1.618 -2.034 -0.600
H -5.974 2.048 -4.265
H 3.717 -2.237 0.115
H 2.152 1.661 -2.879
H 0.702 -4.810 4.715
H -5.642 0.233 -2.600
H 0.981 0.008 2.019
H 2.254 0.729 -5.245
H -4.577 1.254 1.456
H 0.244 -5.478 0.235
H 5.158 -1.604 1.150
H -3.068 -0.410 -0.177
H 5.805 -0.181 -1.236
H 1.511 1.697 -0.183
H 2.349 -1.041 1.297
H -2.037 -3.363 0.593
H -7.661 2.461 -3.436
H -5.435 2.623 2.448
H -1.611 3.358 -2.416
H -1.270 -5.137 3.201
H -6.152 1.360 -1.064
H -1.671 3.901 -4.241
H -0.741 -1.977 -0.479
H -1.986 0.969 -1.580
H -0.438 -6.453 2.356
H 1.660 -5.888 1.249
H 4.997 0.562 0.266
H -3.544 2.494 2.516
H -1.155 0.986 -4.497
H -5.478 3.701 0.230
H 3.100 -5.153 4.908
H -3.297 1.224 -3.364
H -3.744 -2.998 1.360
H -3.800 2.558 -4.665
H 1.557 -4.302 0.459
H -1.168 -0.590 -2.246
H 2.663 -4.548 3.281
H 3.698 1.576 -1.383
H 3.325 1.831 1.026
H 0.658 -1.777 -2.192
H 0.139 2.471 -4.659
H -2.775 -0.750 1.736
H 0.284 2.397 -1.943
H 4.032 0.278 -2.697
H 3.765 0.722 2.507
*
```

HOMO-LUMO gap = 6.65 eV
energy = -114287.882 eV
highest occupied orbital energy = -11.31 eV

Mulliken atomic charge list, values in e, 5 entries:
1 Cl -0.226
2 S -0.126
3 S 1.100
4 P 0.753
5 F -0.278

4.
DFT (ωB97M-V/def2-TZVPD) results for a cluster of 7 separate species, C14H21N7 in total at a distorted geometry.

ORCA input file:
```
! RIJCOSX wB97M-V def2-TZVPD def2/J DEFGRID3
* xyz 0 1
N -4.553 -2.740 -0.986
N 0.516 1.312 3.402
N 2.550 1.709 -0.307
N -0.916 2.741 -0.005
N -3.628 -3.863 3.408
N 0.222 0.280 -3.596
N -0.634 -3.292 -0.035
C -0.117 3.524 -0.406
C 0.860 4.478 -0.903
C 0.752 -0.110 0.372
C -2.733 -0.943 -0.309
C -3.735 -1.979 -0.685
C -0.450 -4.122 -0.823
C 2.224 1.968 -3.620
C 1.120 1.007 -3.600
C -1.321 -2.579 3.117
C -0.304 -5.201 -1.797
C 2.118 3.306 2.668
C 1.748 0.903 -0.059
C 1.248 2.176 3.049
C -2.603 -3.283 3.299
H -3.314 -0.029 -0.190
H 1.838 2.753 -4.271
H 2.446 2.381 -2.636
H 3.098 1.498 -4.070
H 1.736 3.892 1.832
H 1.470 4.798 -0.058
H 0.409 5.300 -1.460
H -2.024 -0.859 -1.133
H 0.903 -0.287 1.437
H -0.288 0.216 0.343
H 3.145 2.944 2.620
H -0.595 -3.367 2.919
H -0.138 -4.716 -2.759
H 0.775 -0.996 -0.262
H -1.220 -2.014 2.190
H -2.299 -1.229 0.649
H 1.512 3.941 -1.592
H 2.024 3.945 3.547
H -1.238 -5.750 -1.915
H -1.130 -1.955 3.990
H 0.528 -5.756 -1.363
*
```

ΔE to the lowest compared entry with this formula, charge and spin = 71.7 kJ/mol
HOMO-LUMO gap = 11.33 eV
energy = -25286.533 eV
structure (SMILES) = CC#N.CC#N.CC#N.CC#N.CC#N.CC#N.CC#N
highest occupied orbital energy = -10.97 eV

Mulliken atomic charge list, values in e, 5 entries:
1 N -0.445
2 N -0.487
3 N -0.546
4 N -0.479
5 N -0.426

Question: The lowest highest occupied orbital energy belongs to which entry?
Answer: C28H52ClF10NO6PS2

Question: Which value of HOMO-LUMO gap does entry 2 give?
Answer: 10.34 eV

What did the fourth record say?
DFT (ωB97M-V/def2-TZVPD) results for a cluster of 7 separate species, C14H21N7 in total at a distorted geometry.

ORCA input file:
```
! RIJCOSX wB97M-V def2-TZVPD def2/J DEFGRID3
* xyz 0 1
N -4.553 -2.740 -0.986
N 0.516 1.312 3.402
N 2.550 1.709 -0.307
N -0.916 2.741 -0.005
N -3.628 -3.863 3.408
N 0.222 0.280 -3.596
N -0.634 -3.292 -0.035
C -0.117 3.524 -0.406
C 0.860 4.478 -0.903
C 0.752 -0.110 0.372
C -2.733 -0.943 -0.309
C -3.735 -1.979 -0.685
C -0.450 -4.122 -0.823
C 2.224 1.968 -3.620
C 1.120 1.007 -3.600
C -1.321 -2.579 3.117
C -0.304 -5.201 -1.797
C 2.118 3.306 2.668
C 1.748 0.903 -0.059
C 1.248 2.176 3.049
C -2.603 -3.283 3.299
H -3.314 -0.029 -0.190
H 1.838 2.753 -4.271
H 2.446 2.381 -2.636
H 3.098 1.498 -4.070
H 1.736 3.892 1.832
H 1.470 4.798 -0.058
H 0.409 5.300 -1.460
H -2.024 -0.859 -1.133
H 0.903 -0.287 1.437
H -0.288 0.216 0.343
H 3.145 2.944 2.620
H -0.595 -3.367 2.919
H -0.138 -4.716 -2.759
H 0.775 -0.996 -0.262
H -1.220 -2.014 2.190
H -2.299 -1.229 0.649
H 1.512 3.941 -1.592
H 2.024 3.945 3.547
H -1.238 -5.750 -1.915
H -1.130 -1.955 3.990
H 0.528 -5.756 -1.363
*
```

ΔE to the lowest compared entry with this formula, charge and spin = 71.7 kJ/mol
HOMO-LUMO gap = 11.33 eV
energy = -25286.533 eV
structure (SMILES) = CC#N.CC#N.CC#N.CC#N.CC#N.CC#N.CC#N
highest occupied orbital energy = -10.97 eV

Mulliken atomic charge list, values in e, 5 entries:
1 N -0.445
2 N -0.487
3 N -0.546
4 N -0.479
5 N -0.426